1.
46
Properties=species:S:1:pos:R:3:forces:R:3:mulliken_charge:R:1 method="wB97M-V/def2-TZVPD" charge=0
C 0.8948 -0.9962 -2.0066 1.644 1.129 -0.799 0.395
H -0.6159 1.7829 2.1927 -0.084 1.103 -0.165 0.309
H -3.9325 1.7408 -3.8414 -0.425 -1.240 1.639 0.303
C -0.1729 0.9732 -0.5621 -0.565 -3.167 0.960 0.361
O -0.3796 -3.3238 -2.1091 0.722 1.824 0.812 -0.521
H -5.1732 -0.9819 0.6254 0.544 0.690 -1.719 0.320
H 0.2019 -3.9277 -1.5939 -0.305 0.835 -0.418 0.316
H -5.8800 1.6330 0.4262 0.945 -1.168 -1.424 0.325
C -0.2987 -1.9827 -1.6345 -1.863 1.953 2.464 -0.098
C -4.9380 1.8302 -1.7366 0.859 -3.319 0.123 -0.362
N 2.1354 1.3211 -1.9189 -2.923 -5.771 -0.144 -0.556
H -2.2101 -3.5355 -0.2613 -0.817 1.728 -0.241 0.337
P -0.2887 2.7417 0.1629 -1.399 1.946 -1.101 0.214
H 5.5365 1.7190 1.3662 0.159 -0.105 0.012 0.299
F 0.8995 -0.2090 3.3030 0.727 -0.077 -0.287 -0.213
C 5.4605 0.7165 0.9369 -0.376 0.202 -0.082 -0.826
C 2.1784 -0.1217 3.7207 -1.270 0.497 1.513 0.826
H 6.4196 -0.2844 2.5719 -0.336 0.037 0.236 0.319
C 0.9934 0.5123 -1.5059 -1.082 -0.458 0.656 0.600
O 1.1908 3.5829 -0.0366 -0.542 -2.675 1.148 -0.440
C -4.1268 -1.1581 -1.4937 -1.378 3.592 -0.667 0.421
C -2.6581 -2.4695 -0.3036 1.700 -0.990 0.460 -0.690
N 2.0513 -1.2884 -2.8448 -2.313 3.293 2.809 -0.580
S 2.9878 0.1605 -2.8707 -2.440 -0.794 1.114 0.160
C -3.7538 -0.3975 -2.8192 -2.106 1.842 3.183 -0.267
O -3.7384 -2.5232 -1.2906 0.692 2.890 0.747 -0.421
H 6.2893 0.5614 0.2443 -0.008 -0.015 0.096 0.375
C 3.1813 -0.4037 2.6063 1.558 -0.374 -1.326 0.408
H 5.3822 -1.3445 1.6275 -0.244 0.148 0.071 0.296
H 1.9794 3.0311 0.1763 -0.466 0.555 -0.257 0.283
C -4.1892 1.1128 -2.9130 -0.704 -1.778 3.129 -0.374
O 4.4328 -0.0813 2.9949 -1.170 -0.191 0.309 -0.341
C -1.4612 -1.4887 -0.7010 4.064 1.554 -1.990 0.436
H -3.1883 -0.9188 -3.6750 -1.038 0.895 1.647 0.366
H -3.0328 -2.2543 0.7640 0.394 0.063 -1.758 0.289
C -5.3387 1.0743 -0.4153 2.659 -1.808 -3.910 -0.473
O -0.8021 2.6792 1.8020 1.679 -2.173 -1.287 -0.454
C -4.9010 -0.4235 -0.3369 0.340 1.954 -2.197 -0.329
H 4.5284 0.6872 0.3664 0.134 -0.123 -0.001 0.089
C -1.3228 0.0120 -0.1794 2.527 -0.236 -1.975 -0.573
H -5.1803 2.9355 -1.8861 0.324 -1.809 0.362 0.314
H -2.1671 0.3908 0.4952 1.434 -0.496 -1.104 0.377
F 2.3074 -0.9918 4.7450 0.259 0.130 -0.635 -0.258
O 2.9049 -0.8735 1.5303 -0.341 0.364 1.067 -0.502
F 2.3240 1.1134 4.2458 0.231 -0.447 -0.503 -0.254
C 5.4705 -0.3319 2.0322 0.598 -0.010 -0.564 -0.207



2.
41
Properties=species:S:1:pos:R:3:forces:R:3:mulliken_charge:R:1 method="wB97M-V/def2-TZVPD" smiles="O=C(F)C[C@H](OC(=O)S)C(F)(F)F.c1ccccc1.c1ccccc1" charge=0
O -8.2196 1.5979 1.1803 6.974 -3.686 6.267 -0.473
C 1.8455 0.6546 -0.4244 0.016 -0.208 0.031 -0.682
H 7.5148 -0.3275 -5.6796 -0.135 -0.063 0.059 0.352
H -6.4341 3.2884 2.3563 -0.529 -2.623 1.038 0.319
C -5.2312 1.4230 5.1289 1.417 -0.552 0.654 0.701
C 5.5261 0.0935 -4.9647 -0.001 -0.205 0.019 -0.390
C 0.8266 0.1533 0.3851 0.073 -0.097 -0.032 -0.020
C 6.4829 -2.1216 -5.0807 -0.109 0.100 0.046 -0.367
F -6.4802 0.6611 5.3841 4.222 2.792 -0.374 -0.233
C 5.3044 -2.6585 -4.5632 -0.005 0.207 -0.028 -0.430
F -7.0183 -0.3136 2.0733 -0.334 4.704 0.420 -0.220
F -4.0670 0.5481 5.5246 -4.035 2.801 -0.958 -0.254
C 1.8051 -2.0513 0.2535 -0.012 0.188 -0.042 -0.452
H 3.6081 -2.2123 -0.9149 -0.105 0.108 0.036 0.432
O -2.4411 2.2728 1.9779 -3.600 -7.437 4.696 -0.507
H 3.5089 0.2089 -4.2161 0.116 -0.108 -0.036 0.441
C -7.2682 1.1462 2.0444 -5.773 1.960 -5.309 0.514
F -5.1071 2.6749 5.9300 -0.974 -4.283 -2.014 -0.256
H 3.3132 -2.2385 -3.8549 0.118 0.075 -0.046 0.434
C -6.5573 2.2832 2.9866 0.321 -0.322 -0.385 -0.557
H 3.6362 0.1916 -1.5301 -0.084 -0.074 0.094 0.483
C -2.9180 1.1796 2.6319 1.867 4.432 -2.928 0.585
H -7.3324 2.5310 3.8555 1.859 -0.760 -1.782 0.319
C 2.8442 -0.1978 -0.8962 -0.145 -0.027 0.116 -0.308
O -4.3580 0.8606 2.7715 2.137 2.183 0.880 -0.308
C -5.0636 1.8979 3.5398 -0.463 0.998 1.292 0.042
C 4.3442 -0.4444 -4.4559 0.128 -0.078 -0.026 -0.403
H 1.7895 -3.1054 0.5180 0.007 0.146 -0.040 0.355
H -4.4476 2.9193 3.5804 -1.200 -2.475 -0.057 0.331
H -2.3018 -1.1746 3.8857 0.153 1.818 -0.810 0.206
H 5.6140 1.1656 -5.1170 -0.015 -0.143 0.012 0.355
C 6.5950 -0.7459 -5.2795 -0.162 -0.060 0.070 -0.369
S -1.6289 -0.0206 3.3724 -2.041 0.452 -0.611 -0.232
C 2.8261 -1.5494 -0.5530 -0.114 0.071 0.037 -0.489
H 1.8621 1.7088 -0.6878 -0.011 -0.149 0.043 0.352
H 7.3150 -2.7759 -5.3284 -0.125 0.103 0.046 0.352
H 5.2198 -3.7298 -4.4021 0.007 0.145 -0.035 0.354
C 0.8034 -1.2001 0.7207 0.197 0.049 -0.132 -0.229
C 4.2334 -1.8198 -4.2536 0.161 0.034 -0.053 -0.323
H 0.0493 0.8181 0.7541 0.093 -0.083 -0.056 0.273
H 0.0064 -1.5914 1.3469 0.107 0.067 -0.098 0.304



3.
34
Properties=species:S:1:pos:R:3:forces:R:3:mulliken_charge:R:1 method="wB97M-V/def2-TZVPD" smiles=Cc1ccccc1Cc1c[nH+]cc2ccccc12 charge=+1
H 0.0203 3.1160 2.2756 -1.788 0.317 -1.442 0.270
C 1.2067 -2.6624 1.1425 0.520 2.853 -2.120 -0.300
H 2.5337 1.1413 -4.6380 -0.424 -1.504 2.354 0.309
C -3.6027 -0.8169 0.9230 2.973 3.016 0.756 -0.369
C 0.5739 0.0784 1.9650 -1.398 -1.502 -0.407 -0.662
C 1.4890 1.1162 -0.9289 1.103 -0.878 -3.457 -0.016
C 2.4011 -0.9648 -3.2573 -0.961 2.599 1.602 -0.510
C 2.0227 -1.5887 -1.7714 -0.440 0.900 0.740 0.360
H -5.4300 0.7222 0.4653 2.854 0.128 0.628 0.288
H -4.1763 -1.8381 0.7803 1.110 2.540 0.317 0.284
C -1.9921 -0.9641 1.3437 -1.501 3.351 -0.559 -0.384
H 1.8186 2.9358 -2.5891 0.108 -2.871 0.408 0.332
C -3.3039 1.9985 0.9274 0.871 -3.967 0.284 -0.508
C 1.5414 -0.4974 -0.6282 0.004 -0.173 0.040 0.365
H 1.2233 1.0522 1.9732 -1.237 -2.099 -0.175 0.316
C -1.0204 0.3504 1.5607 -4.012 0.193 -1.254 0.492
C -0.8161 3.2125 1.4629 -0.344 -0.419 -1.041 -1.080
H 2.4109 -3.9678 -2.1926 -0.886 1.675 2.388 0.326
H -3.8124 3.0635 0.7539 1.518 -2.553 0.531 0.240
C -4.2750 0.6747 0.7331 4.296 -0.949 0.989 -0.406
H 1.1768 1.8717 -0.0883 0.626 -1.889 -1.791 -0.058
C 2.3024 0.6734 -3.5784 -0.721 -1.739 3.400 -0.373
H 2.7123 -1.7505 -4.0899 -0.703 2.116 1.850 0.267
H -1.5201 4.1628 1.6238 1.593 -2.331 -0.066 0.355
C 2.0717 -3.1788 -1.3656 -0.937 2.752 2.068 -0.232
H 0.5756 -0.4301 3.0331 0.162 1.136 -2.247 0.344
H -1.5097 -2.0480 1.4770 -1.336 2.665 -0.341 0.088
H 0.9265 -3.1116 2.2118 0.781 0.952 -2.822 0.381
H -0.2922 3.4025 0.4127 -1.001 -0.371 2.173 0.220
C 1.1032 -1.0502 0.8527 1.381 -2.448 -1.889 0.232
C 1.8643 1.7662 -2.4020 -0.090 -5.231 1.963 -0.456
N 1.6862 -3.6338 0.0570 0.198 4.288 -2.668 -0.100
C -1.6882 1.8290 1.3242 -2.069 -2.077 -0.215 0.685
H 1.7783 -4.6639 0.2306 -0.251 1.518 0.002 0.301



4.
41
Properties=species:S:1:pos:R:3:forces:R:3:mulliken_charge:R:1 method="wB97M-V/def2-TZVPD" charge=0
H -1.0187 -5.4730 -0.9239 -3.051 1.701 -1.039 0.239
C 0.3060 -1.0100 4.1929 1.334 -1.106 0.515 -0.759
H -2.1186 -2.8106 2.5296 -0.025 0.450 0.560 0.383
S -1.8895 -1.5029 -2.6001 1.175 -1.169 -0.692 -0.089
H 1.4604 0.6076 3.2202 -1.557 -1.395 0.235 0.312
C -1.2639 -0.9559 1.9354 -1.543 -1.245 -1.739 -0.152
O -0.1268 5.4985 0.4558 0.896 -0.607 -1.153 -0.659
C 0.5586 -0.1153 3.2031 1.250 1.900 -1.822 -0.186
S 1.0596 4.7172 0.7746 -2.284 0.747 0.704 1.356
H -2.8398 -5.3166 -1.1534 2.441 0.603 -0.164 0.229
C 0.6516 -1.7322 -3.0599 -1.299 1.968 0.485 -0.268
C 2.4855 5.3256 -0.0754 0.958 0.237 0.812 -0.998
C 0.5314 2.1222 1.3078 -0.243 -0.215 -1.622 -1.013
C -1.0329 -3.0393 -2.7447 -0.379 -2.016 0.314 0.524
C -0.0745 0.4793 -0.3325 -0.110 -0.205 -1.690 -0.121
N 0.2547 -3.0180 -2.9173 -0.661 0.852 -0.350 -0.564
H 0.7039 3.4287 -1.8902 0.172 -0.488 0.194 0.307
H 2.6861 6.3671 0.3444 -0.164 -1.565 -0.365 0.366
H -0.8375 -2.7112 4.7884 0.129 0.186 -0.784 0.331
H -0.4182 -0.5603 -0.4799 0.334 0.820 -0.396 0.316
O 1.0689 1.1337 -3.9828 -0.677 -0.157 0.750 -0.620
H 1.6857 -1.4954 -3.2099 0.240 0.199 -0.225 0.486
N -1.8796 -4.8609 -1.2933 0.412 -2.098 2.259 -0.512
H 2.3138 5.4096 -1.1314 -0.257 -0.033 -0.505 0.370
H 1.0923 -1.1661 4.9804 -1.315 0.429 -0.430 0.267
C -1.4568 -1.9868 2.8141 0.437 -0.627 1.453 -0.791
H 0.5838 2.4306 2.3356 0.169 0.312 0.089 0.728
C -0.6745 -1.9800 3.9756 -0.841 -0.855 0.673 -0.172
H 3.3018 4.5770 0.1086 -0.561 0.978 -0.022 0.337
H -1.0925 -5.2387 -3.1760 0.041 1.462 0.017 0.294
C -0.2400 -0.1059 2.0109 2.156 0.867 3.315 0.163
O 1.3081 4.7435 2.1915 1.088 -0.795 0.090 -0.685
C -1.6683 -4.4291 -2.6470 -0.729 -0.669 -0.897 -0.657
C 0.1775 1.3964 -1.4243 -0.569 -2.791 0.886 0.346
H -1.8841 -0.8862 1.0581 -0.302 -0.176 -0.255 0.539
C 0.6146 2.6352 -1.1373 0.089 2.151 1.323 -0.574
H -2.6395 -4.4340 -3.1672 0.197 0.247 0.168 0.352
C 0.0799 0.8210 0.9803 0.496 2.001 -0.667 -0.054
S -0.1728 0.9159 -3.1668 0.743 1.942 -0.282 0.264
C -0.3669 -0.7626 -2.9390 1.501 -2.555 0.098 0.302
C 0.7712 2.9819 0.2449 0.309 0.717 0.160 0.061



Number 1: Kohn-Sham gap 0.2385 hartree, lowest unoccupied orbital energy -1.53 eV. Number 2: Kohn-Sham gap 0.3212 hartree, lowest unoccupied orbital energy -0.56 eV. Number 3: Kohn-Sham gap 0.2060 hartree, lowest unoccupied orbital energy -5.21 eV. Number 4: Kohn-Sham gap 0.3233 hartree, lowest unoccupied orbital energy -0.14 eV.